*1*
Density functional theory data (wB97M-V/def2-TZVPD) for C5H10O2 in the gas phase.

Structure (XYZ):
```
17
Properties=species:S:1:pos:R:3
C 1.811 0.000 -0.709
C 0.876 0.233 0.467
O 0.188 1.474 0.319
C -1.114 1.209 -0.162
C -1.531 -0.065 0.566
C -0.221 -0.869 0.631
O -0.141 -1.920 -0.311
H 2.442 0.881 -0.849
H 1.273 -0.152 -1.651
H 2.445 -0.875 -0.543
H 1.469 0.321 1.386
H -1.109 1.072 -1.257
H -1.738 2.079 0.061
H -1.865 0.186 1.577
H -2.326 -0.633 0.073
H -0.118 -1.375 1.592
H -0.339 -1.566 -1.188
```

Computed properties:
- molecular weight (Da) = 102.13
- LUMO (eV) = 0.87
- structure (SMILES) = C[C@H]1OCC[C@H]1O
- HOMO level (eV) = -9.8

How positive or negative is each atom? The Löwdin charges in e answer that:
1 C -0.035
2 C -0.322
3 O -0.110
4 C -0.200
5 C -0.098
6 C -0.319
7 O -0.032
8 H 0.085
9 H 0.077
10 H 0.088
11 H 0.146
12 H 0.121
13 H 0.123
14 H 0.119
15 H 0.121
16 H 0.146
17 H 0.090


*2*
Density functional theory data (wB97M-V/def2-TZVPD) for C5H10O2 in the gas phase.

Structure (XYZ):
```
17
Properties=species:S:1:pos:R:3
O 2.492 0.236 -0.458
C 1.528 -0.545 0.200
C 0.232 -0.632 -0.571
C -0.933 -1.374 0.082
C -1.668 -0.036 0.188
C -0.460 2.040 0.088
O -0.616 0.646 -0.543
H 2.149 1.141 -0.488
H 1.342 -0.204 1.231
H 1.933 -1.564 0.264
H 0.440 -0.872 -1.617
H -0.684 -1.814 1.051
H -1.422 -2.109 -0.554
H -1.747 0.381 1.194
H -2.605 0.117 -0.347
H 0.294 1.880 0.876
H -0.048 2.643 -0.725
```

Computed properties:
- molecular weight (Da) = 102.13
- LUMO (eV) = 0.80
- HOMO level (eV) = -7.1

How positive or negative is each atom? The Löwdin charges in e answer that:
1 O -0.042
2 C -0.231
3 C -0.183
4 C -0.073
5 C -0.125
6 C -0.051
7 O -0.275
8 H 0.082
9 H 0.133
10 H 0.140
11 H 0.160
12 H 0.118
13 H 0.114
14 H 0.115
15 H 0.130
16 H -0.004
17 H -0.008


*3*
Density functional theory data (wB97M-V/def2-TZVPD) for a molecular structure, C5H10O2.

Structure (XYZ):
```
17
Properties=species:S:1:pos:R:3
C -0.750 0.753 -1.561
C 1.071 -0.356 -0.258
C 0.958 0.396 1.031
O 0.765 1.805 0.874
C -0.317 -0.448 1.330
C -0.021 -1.240 0.054
O -1.176 -0.994 -0.953
H -0.701 0.503 -2.615
H 0.040 1.396 -1.215
H -1.733 1.058 -1.217
H 1.949 -0.527 -0.877
H 1.757 0.235 1.775
H 0.685 2.189 1.756
H -0.320 -1.014 2.269
H -1.243 0.132 1.257
H 0.026 -2.337 0.081
H -0.991 -1.551 -1.731
```

Computed properties:
- molecular weight (Da) = 102.13
- LUMO (alpha / beta) (eV) = 0.60 / 0.59
- HOMO level (alpha / beta) (eV) = -6.8 / -6.8

How positive or negative is each atom? The Löwdin charges in e answer that:
1 C 0.146
2 C -0.109
3 C -0.386
4 O -0.062
5 C -0.077
6 C -0.318
7 O -0.105
8 H 0.055
9 H 0.022
10 H 0.061
11 H 0.089
12 H 0.134
13 H 0.087
14 H 0.109
15 H 0.114
16 H 0.134
17 H 0.105


*4*
Density functional theory data (wB97M-V/def2-TZVPD) for 2 unconnected molecules or ions with the total composition C5H10O2.

Structure (XYZ):
```
17
Properties=species:S:1:pos:R:3
C -0.529 -2.019 -1.559
O -0.235 -1.216 -0.438
C -0.006 0.142 -0.793
C 0.534 0.906 0.381
C -0.709 2.546 0.843
C 1.003 0.371 1.527
O 1.078 -0.922 1.836
H -1.451 -1.681 -2.051
H -0.661 -3.043 -1.205
H 0.294 -1.988 -2.289
H 0.702 0.178 -1.637
H -0.946 0.604 -1.132
H 0.651 1.999 0.185
H -0.261 2.727 1.844
H -1.507 1.812 1.061
H 1.367 1.003 2.334
H 0.678 -1.419 1.092
```

Computed properties:
- molecular weight (Da) = 102.13
- LUMO (eV) = 0.57
- HOMO level (eV) = -8.3

How positive or negative is each atom? The Löwdin charges in e answer that:
1 C -0.090
2 O -0.221
3 C -0.197
4 C -0.199
5 C 0.043
6 C -0.156
7 O 0.058
8 H 0.096
9 H 0.094
10 H 0.094
11 H 0.131
12 H 0.130
13 H 0.055
14 H -0.037
15 H -0.030
16 H 0.132
17 H 0.096


Preferred: *1*; penalty for the next structure: 449.2 kJ/mol.


*1*
Density functional theory data (wB97M-V/def2-TZVPD) for C5H10O2 in the gas phase.

Structure (XYZ):
```
17
Properties=species:S:1:pos:R:3
O -0.935 -1.407 1.739
C -1.447 -0.714 0.617
C -0.433 0.333 0.151
C 1.024 0.032 0.515
C 1.781 0.883 -0.501
O 0.964 0.950 -1.665
C -0.329 0.447 -1.375
H -1.542 -2.130 1.938
H -1.651 -1.417 -0.206
H -2.400 -0.225 0.869
H -0.694 1.315 0.564
H 1.261 0.291 1.550
H 1.236 -1.033 0.379
H 2.754 0.459 -0.773
H 1.948 1.902 -0.122
H -0.455 -0.547 -1.836
H -1.076 1.120 -1.814
```

Computed properties:
- molecular weight (Da) = 102.13
- LUMO (eV) = 0.85
- structure (SMILES) = OC[C@H]1CCOC1
- HOMO level (eV) = -9.5

How positive or negative is each atom? The Löwdin charges in e answer that:
1 O -0.067
2 C -0.230
3 C -0.277
4 C -0.131
5 C -0.196
6 O -0.130
7 C -0.179
8 H 0.091
9 H 0.118
10 H 0.121
11 H 0.149
12 H 0.122
13 H 0.123
14 H 0.118
15 H 0.119
16 H 0.122
17 H 0.127


*2*
Density functional theory data (wB97M-V/def2-TZVPD) for 2 unconnected molecules or ions with the total composition C5H10O2.

Structure (XYZ):
```
17
Properties=species:S:1:pos:R:3
O -2.059 -0.651 -0.857
C -1.439 0.578 -0.538
C -0.878 0.466 0.878
C 1.293 -1.430 -0.835
C 2.139 -1.052 0.117
O 1.182 1.311 1.802
C 0.189 1.499 1.140
H -2.364 -0.602 -1.771
H -0.622 0.802 -1.243
H -2.159 1.409 -0.588
H -0.460 -0.529 1.040
H 0.311 -1.842 -0.611
H 1.538 -1.322 -1.889
H 3.107 -0.616 -0.116
H 1.896 -1.128 1.174
H 0.006 2.497 0.682
H -1.680 0.610 1.614
```

Computed properties:
- molecular weight (Da) = 102.13
- LUMO (eV) = 0.75
- structure (SMILES) = O=CCCO.C=C
- HOMO level (eV) = -9.8

How positive or negative is each atom? The Löwdin charges in e answer that:
1 O -0.070
2 C -0.290
3 C -0.147
4 C -0.083
5 C -0.077
6 O 0.041
7 C -0.265
8 H 0.094
9 H 0.116
10 H 0.121
11 H 0.100
12 H 0.043
13 H 0.051
14 H 0.056
15 H 0.050
16 H 0.129
17 H 0.131


*3*
Density functional theory data (wB97M-V/def2-TZVPD) for 2 unconnected molecules or ions with the total composition C5H10O2.

Structure (XYZ):
```
17
Properties=species:S:1:pos:R:3
O 2.051 -0.318 0.960
C 1.340 -0.719 -0.195
C 0.057 -1.385 0.287
C -0.413 2.209 0.535
C -1.569 1.839 -0.007
O -1.978 -1.425 -0.997
C -0.832 -1.785 -0.861
H 2.820 0.191 0.678
H 1.092 0.145 -0.829
H 1.930 -1.427 -0.800
H -0.493 -0.709 0.948
H 0.241 1.511 1.058
H -0.068 3.240 0.479
H -2.203 2.555 -0.526
H -1.934 0.815 0.026
H -0.366 -2.455 -1.617
H 0.323 -2.282 0.861
```

Computed properties:
- molecular weight (Da) = 102.13
- LUMO (eV) = 0.78
- structure (SMILES) = O=CCCO.C=C
- HOMO level (eV) = -10.0

How positive or negative is each atom? The Löwdin charges in e answer that:
1 O -0.071
2 C -0.289
3 C -0.146
4 C -0.073
5 C -0.060
6 O 0.045
7 C -0.258
8 H 0.095
9 H 0.115
10 H 0.122
11 H 0.108
12 H 0.030
13 H 0.047
14 H 0.050
15 H 0.026
16 H 0.128
17 H 0.131


*4*
Density functional theory data (wB97M-V/def2-TZVPD) for C5H10O2 in the gas phase.

Structure (XYZ):
```
17
Properties=species:S:1:pos:R:3
C -1.594 -0.452 -0.504
C -0.638 0.121 0.531
C 0.610 -0.749 0.808
O 0.476 -2.080 0.369
C 1.463 0.206 -0.052
C 0.318 1.225 -0.014
O 0.052 1.768 -1.286
H -2.404 0.258 -0.712
H -2.040 -1.379 -0.135
H -1.086 -0.670 -1.446
H -1.191 0.406 1.434
H 0.898 -0.716 1.869
H 1.353 -2.482 0.372
H 2.440 0.519 0.327
H 1.564 -0.182 -1.070
H 0.485 2.021 0.727
H -0.784 2.248 -1.242
```

Computed properties:
- molecular weight (Da) = 102.13
- LUMO (eV) = 0.86
- structure (SMILES) = C[C@@H]1[C@H](O)C[C@@H]1O
- HOMO level (eV) = -9.7

How positive or negative is each atom? The Löwdin charges in e answer that:
1 C -0.059
2 C -0.249
3 C -0.344
4 O -0.024
5 C -0.061
6 C -0.347
7 O -0.024
8 H 0.079
9 H 0.082
10 H 0.087
11 H 0.135
12 H 0.146
13 H 0.099
14 H 0.111
15 H 0.127
16 H 0.146
17 H 0.097


Preferred: *1*; penalty for the next structure: 17.6 kJ/mol.


*1*
Density functional theory data (wB97M-V/def2-TZVPD) for C5H10O2 in the gas phase.

Structure (XYZ):
```
17
Properties=species:S:1:pos:R:3
C 1.396 0.106 -0.996
C 0.851 0.137 0.662
O 0.240 1.367 0.921
C -0.837 1.273 0.004
C -1.527 -0.048 0.367
C -0.311 -0.896 0.857
O -0.049 -2.075 0.137
H 1.841 1.070 -1.300
H 0.800 -0.142 -1.928
H 2.180 -0.638 -1.013
H 1.663 0.020 1.406
H -0.320 1.094 -0.957
H -1.421 2.191 0.022
H -2.289 0.075 1.147
H -1.995 -0.525 -0.501
H -0.490 -1.237 1.893
H 0.269 -1.771 -0.722
```

Computed properties:
- molecular weight (Da) = 102.13
- LUMO (eV) = 0.86
- structure (SMILES) = C[C@H]1OCC[C@H]1O
- HOMO level (eV) = -9.7

How positive or negative is each atom? The Löwdin charges in e answer that:
1 C -0.041
2 C -0.235
3 O -0.108
4 C -0.206
5 C -0.082
6 C -0.325
7 O -0.035
8 H 0.081
9 H 0.087
10 H 0.054
11 H 0.154
12 H 0.080
13 H 0.130
14 H 0.112
15 H 0.119
16 H 0.154
17 H 0.060


*2*
Density functional theory data (wB97M-V/def2-TZVPD) for C5H10O2 in the gas phase.

Structure (XYZ):
```
17
Properties=species:S:1:pos:R:3
C -2.258 -0.480 -0.131
C -0.784 -0.301 -0.483
O -0.582 0.881 -1.238
C 0.102 -0.341 0.766
C 1.599 -0.317 0.468
C 2.138 0.995 -0.049
O 1.594 2.067 0.080
H -2.444 -1.471 0.299
H -2.581 0.278 0.592
H -2.866 -0.374 -1.034
H -0.489 -1.123 -1.151
H -0.311 1.587 -0.634
H -0.154 0.508 1.414
H -0.138 -1.247 1.336
H 1.886 -1.117 -0.225
H 2.173 -0.506 1.389
H 3.136 0.935 -0.531
```

Computed properties:
- molecular weight (Da) = 102.13
- LUMO (eV) = 0.94
- structure (SMILES) = C[C@@H](O)CCC=O
- HOMO level (eV) = -10.1

How positive or negative is each atom? The Löwdin charges in e answer that:
1 C -0.056
2 C -0.458
3 O -0.040
4 C -0.165
5 C -0.152
6 C -0.243
7 O 0.040
8 H 0.079
9 H 0.083
10 H 0.080
11 H 0.142
12 H 0.071
13 H 0.126
14 H 0.120
15 H 0.121
16 H 0.126
17 H 0.125


*3*
Density functional theory data (wB97M-V/def2-TZVPD) for 2 unconnected molecules or ions with the total composition C5H10O2.

Structure (XYZ):
```
17
Properties=species:S:1:pos:R:3
C 2.309 -0.752 0.744
O 0.919 -0.887 0.523
C 0.509 -0.605 -0.734
C -0.785 -0.497 -1.041
C -1.865 -0.562 0.011
C -2.041 0.832 0.596
O -1.845 1.124 1.750
H 2.881 -1.331 0.007
H 2.502 -1.142 1.744
H 2.621 0.300 0.699
H 0.589 2.056 -0.593
H 1.295 -0.490 -1.483
H -1.049 -0.279 -2.071
H -2.820 -0.875 -0.433
H -1.607 -1.257 0.817
H -2.337 1.610 -0.150
H 0.725 2.757 -0.388
```

Computed properties:
- molecular weight (Da) = 102.13
- LUMO (eV) = 1.06
- structure (SMILES) = CO/C=C\CC=O.[H][H]
- HOMO level (eV) = -8.8

How positive or negative is each atom? The Löwdin charges in e answer that:
1 C -0.083
2 O -0.132
3 C -0.213
4 C -0.110
5 C -0.155
6 C -0.284
7 O 0.046
8 H 0.091
9 H 0.093
10 H 0.090
11 H 0.018
12 H 0.124
13 H 0.104
14 H 0.116
15 H 0.119
16 H 0.124
17 H 0.050


Preferred: *2*; penalty for the next structure: 138.8 kJ/mol.